C4H12 | wB97M-V/def2-TZVPD

```
16
Properties=species:S:1:pos:R:3
C 2.0594 -1.1508 0.8012
C 2.8918 0.1475 0.7607
H 2.6649 -2.0256 1.0353
H 1.3830 -0.9810 1.6429
H 1.4419 -1.3790 -0.0649
H 2.1831 0.9669 0.6779
H 3.5002 0.1654 1.6649
H 3.6208 0.2374 -0.0450
C -2.6547 0.0903 -0.1790
C -2.2880 0.9194 -1.3907
H -2.1972 -0.8960 -0.1109
H -2.4002 0.5792 0.7638
H -3.7340 -0.0563 -0.1966
H -2.8465 1.8424 -1.5606
H -2.3485 0.3360 -2.3100
H -1.2706 1.3297 -1.3502
```

Computed properties:
**ΔE to the lowest compared entry with this formula, charge and spin**: 23.3 kJ/mol
**Electronic energy**: -159.57608 hartree
**SMILES**: CC.CC
**Net charge**: 0
**Maximum force**: 0.0264 hartree/bohr
**Kohn-Sham gap**: 12.74 eV
**LUMO**: 0.038 Ha

C40H126N10O18 | wB97M-V/def2-TZVPD

```
194
Properties=species:S:1:pos:R:3
O 3.6528 2.1504 -5.3325
H 3.8520 2.8873 -5.9187
H 4.2143 2.3050 -4.5516
O 5.5202 2.3704 -3.2552
H 6.4525 2.5651 -3.3927
H 5.4683 2.0017 -2.3686
O 0.9217 2.1717 -4.6561
H 1.8459 2.1940 -4.9632
H 0.8382 1.3910 -4.0994
O -3.0873 1.6929 0.1571
H -3.1348 1.9533 -0.7675
H -2.1369 1.5442 0.3326
O 1.6877 0.8473 2.8014
H 2.2455 1.2549 2.1190
H 2.3065 0.4116 3.3966
O 2.5304 -3.4170 -2.0807
H 3.1935 -2.9790 -2.6444
H 2.9300 -3.4080 -1.2074
O -1.1010 -1.8589 -3.5637
H -1.6652 -1.0806 -3.6946
H -0.2654 -1.4817 -3.2633
O 3.4089 1.5344 0.5728
H 3.5902 0.8678 -0.0986
H 4.2768 1.7751 0.9151
C -6.0152 1.2005 7.3209
C -5.5091 1.2819 5.8863
C -4.0101 1.0213 5.7964
O -3.5797 1.2313 4.4724
C -2.2358 0.8604 4.2282
N -6.3118 0.3275 5.1017
H -5.4089 1.8241 7.9879
H -6.0107 0.1651 7.6569
H -7.0114 1.6322 7.3994
H -5.7540 2.2470 5.4424
H -3.7764 -0.0066 6.1060
H -3.4850 1.7003 6.4851
H -2.0998 0.8532 3.1478
H -2.0540 -0.1492 4.6191
H -1.5429 1.5555 4.7112
H -6.1641 -0.6348 5.3873
H -6.0520 0.3780 4.1188
C 0.7941 -5.9098 -5.7479
C 1.7475 -4.7796 -6.1159
C 1.1404 -3.4074 -5.8497
O 1.7226 -2.4325 -6.6871
C 1.0808 -1.1926 -6.5447
N 3.0415 -5.0290 -5.4254
H 1.2495 -6.8863 -5.9081
H -0.0879 -5.8918 -6.3914
H 0.5265 -5.8426 -4.6906
H 1.9434 -4.8434 -7.1913
H 1.3415 -3.1441 -4.7988
H 0.0509 -3.4759 -5.9517
H 1.6835 -0.4291 -7.0349
H 0.9237 -0.8985 -5.4985
H 0.0742 -1.1558 -6.9838
H 3.6697 -4.2946 -5.7499
H 2.8532 -4.7897 -4.4500
C -1.4987 -7.2277 5.6550
C -2.7786 -6.4002 5.6168
C -2.9808 -5.6966 4.3033
O -2.0441 -4.6849 4.0471
C -2.3896 -3.9447 2.8938
N -3.9715 -7.2148 5.8899
H -1.5825 -8.0722 4.9662
H -1.2889 -7.6039 6.6589
H -0.6019 -6.6663 5.3776
H -2.7536 -5.6819 6.4417
H -4.0161 -5.3287 4.2586
H -2.9451 -6.4358 3.4800
H -1.5814 -3.2502 2.6824
H -3.2986 -3.3610 3.0946
H -2.6320 -4.6219 2.0701
H -3.9748 -8.0752 5.3493
H -3.9205 -7.5286 6.8529
C 3.4323 -2.9766 1.4884
C 3.9542 -1.8938 2.4231
C 4.1835 -2.3499 3.8563
O 4.4988 -1.1931 4.5996
C 4.7220 -1.4277 5.9673
N 5.1407 -1.2406 1.8480
H 4.2126 -3.7012 1.2445
H 3.0403 -2.5124 0.5844
H 2.6042 -3.5091 1.9611
H 3.1581 -1.1478 2.4415
H 4.9168 -3.1600 3.9335
H 3.2144 -2.7237 4.2252
H 3.7685 -1.6213 6.4694
H 5.1901 -0.5483 6.4090
H 5.4185 -2.2481 6.1738
H 5.4117 -0.5826 2.5786
H 5.9351 -1.8715 1.7844
C -0.6152 -0.6777 -0.0498
C 0.2565 0.5334 -0.2874
C 0.2758 0.9586 -1.7388
O 0.8096 -0.0038 -2.6183
C 2.1820 -0.2838 -2.6120
N -0.1775 1.6641 0.5669
H -1.6136 -0.5148 -0.4710
H -0.6593 -1.0464 0.9736
H -0.2683 -1.5208 -0.6603
H 1.2863 0.2291 -0.0421
H 0.7637 1.9341 -1.8759
H -0.7478 1.1302 -2.0899
H 2.8020 0.5598 -2.9457
H 2.4014 -1.1248 -3.2608
H 2.4806 -0.6229 -1.6112
H 0.1480 1.3239 1.4712
H 0.3631 2.5060 0.3926
C -6.6489 -0.9678 0.9707
C -5.2786 -0.9402 1.6405
C -4.2187 -1.4138 0.6673
O -4.4760 -2.7559 0.2891
C -3.4236 -3.3597 -0.4225
N -4.9899 0.4354 2.0870
H -6.9458 -1.9756 0.6724
H -6.6165 -0.3318 0.0842
H -7.4160 -0.6221 1.6636
H -5.2780 -1.6405 2.4826
H -3.2016 -1.3744 1.0891
H -4.1697 -0.7518 -0.2122
H -2.4257 -2.9607 -0.2068
H -3.6076 -3.2907 -1.4982
H -3.3836 -4.4106 -0.1294
H -4.3552 0.8196 1.3835
H -4.4446 0.4581 2.9501
C -1.5243 6.1921 2.2903
C -2.2258 4.8753 2.5753
C -3.2949 5.0025 3.6383
O -2.7113 5.2572 4.8905
C -3.6537 5.5745 5.8894
N -2.8130 4.3957 1.3297
H -0.7872 6.0436 1.4967
H -0.9052 6.5230 3.1334
H -2.1879 7.0345 2.0891
H -1.4035 4.2351 2.9392
H -3.9248 4.1018 3.6290
H -3.9878 5.8103 3.3514
H -3.0897 5.9256 6.7493
H -4.2363 4.6907 6.1706
H -4.3811 6.3138 5.5349
H -2.0608 4.2783 0.6566
H -3.1926 3.4496 1.3619
C -4.2928 -0.8215 -4.3567
C -3.4535 0.0785 -5.2391
C -4.2605 1.1543 -5.9438
O -5.3276 0.5801 -6.6607
C -6.2070 1.5390 -7.2153
N -2.3752 0.7004 -4.4143
H -4.9123 -0.2764 -3.6401
H -3.7158 -1.5983 -3.8580
H -5.0055 -1.3520 -4.9947
H -2.8748 -0.4800 -5.9803
H -3.6068 1.6706 -6.6616
H -4.6258 1.8652 -5.1863
H -6.6585 2.1305 -6.4071
H -7.0180 0.9516 -7.6406
H -5.7184 2.2098 -7.9242
H -2.8460 1.1362 -3.6216
H -1.9318 1.4648 -4.9189
C 6.1946 -3.8015 -3.9317
C 6.2561 -2.6146 -2.9611
C 7.2627 -1.5862 -3.4709
O 8.5684 -2.0876 -3.3598
C 9.5347 -1.0728 -3.5187
N 4.9045 -2.0246 -2.9419
H 6.3570 -3.4718 -4.9604
H 5.2113 -4.2613 -3.8460
H 6.9720 -4.5324 -3.7175
H 6.6462 -2.9507 -1.9987
H 7.1539 -0.6272 -2.9357
H 7.0253 -1.3364 -4.5186
H 9.4223 -0.2792 -2.7782
H 9.4539 -0.6549 -4.5349
H 10.5273 -1.5188 -3.5243
H 4.7414 -1.8433 -3.9308
H 4.9000 -1.1609 -2.4102
C 4.3956 8.3155 0.6026
C 2.8918 8.3397 0.4506
C 2.2306 7.0229 0.8378
O 2.8018 5.9712 0.0949
C 2.3677 4.6857 0.4812
N 2.3377 9.4749 1.2217
H 4.8344 9.2954 0.4113
H 4.8247 7.6603 -0.1573
H 4.7127 7.9876 1.5955
H 2.6337 8.5142 -0.6000
H 1.1430 7.0173 0.6923
H 2.3724 6.9200 1.9308
H 2.9880 4.2818 1.2817
H 2.4528 4.0834 -0.4274
H 1.2974 4.6274 0.7166
H 2.8016 9.4417 2.1291
H 1.3631 9.2911 1.4528
```

Computed properties:
**ΔE to the lowest compared entry with this formula, charge and spin**: 30.4 kJ/mol
**Electronic energy**: -3501.31653 hartree
**Net charge**: 0
**Maximum force**: 0.0271 hartree/bohr
**Kohn-Sham gap**: 7.81 eV
**LUMO**: -0.027 Ha

C28H53IN8O9 | wB97M-V/def2-TZVPD

```
99
Properties=species:S:1:pos:R:3
C 1.4047 -2.0136 0.2874
C 1.8256 -2.4733 -1.0654
O 2.9388 -2.7951 -1.3637
O 0.8375 -2.5239 -2.0315
C 0.2427 -1.2817 -2.4074
C -0.6071 -1.4716 -3.7075
C -0.1409 -2.7384 -4.3423
N 0.2420 -3.7056 -4.7983
O -0.4386 -0.3590 -4.5412
C 0.7852 -0.2145 -5.2534
C 1.0280 1.2941 -5.4942
N 0.4255 2.1851 -4.5189
C 0.9720 2.0783 -3.1651
C 1.3376 3.4287 -2.5044
C 0.6992 3.5852 -1.1215
O 2.7648 3.5644 -2.3971
C -2.1661 -1.5550 -3.4716
I -3.0827 -2.4136 -5.2718
C -2.6969 -0.1895 -3.5010
N -3.1035 0.8677 -3.5227
C -2.6237 -2.4129 -2.2644
C -3.2290 -1.7341 -1.0260
O -4.1600 -2.2778 -0.4976
N -2.6541 -0.5167 -0.5308
C -3.7255 0.5025 -0.4337
C -2.1112 -0.7530 0.8297
H 2.2373 -2.1149 0.9776
H 0.5536 -2.5994 0.6391
H 1.1280 -0.9569 0.2089
H -0.3646 -0.8318 -1.6134
H 1.0359 -0.5817 -2.6843
H 0.7310 -0.7619 -6.2032
H 1.6306 -0.6443 -4.6987
H 2.1087 1.4734 -5.4718
H 0.6790 1.5771 -6.4928
H -0.5798 2.0711 -4.5018
H 0.2681 1.5428 -2.5113
H 1.8896 1.4757 -3.2073
H 1.0062 4.2244 -3.1765
H 1.3516 3.1253 -0.3700
H -0.2835 3.1091 -1.0654
H 0.5851 4.6389 -0.8585
H 3.0830 2.8156 -1.8738
H -3.4277 -3.0782 -2.5814
H -1.7933 -3.0553 -1.9470
H -3.2622 1.4697 -0.2163
H -4.4228 0.2606 0.3787
H -4.2921 0.5657 -1.3616
H -1.2114 -0.1398 0.9417
H -2.7924 -0.4375 1.6194
H -1.8677 -1.8030 1.0018
C -3.2496 5.9457 -2.4345
O -2.2864 5.7649 -3.1549
N -4.2208 5.0396 -2.2161
C -5.3521 5.3160 -1.3578
C -4.1220 3.7427 -2.8732
H -3.4130 6.8943 -1.8934
H -5.3887 4.6095 -0.5256
H -6.2882 5.2431 -1.9156
H -5.2663 6.3231 -0.9539
H -3.2110 3.2318 -2.5751
H -4.0959 3.8748 -3.9548
H -4.9804 3.1333 -2.6023
C 3.2761 -4.4953 2.3862
O 2.1284 -4.0917 2.4394
N 4.2225 -4.2071 3.3011
C 5.5787 -4.7051 3.1910
C 3.8591 -3.3681 4.4290
H 3.6422 -5.1297 1.5633
H 5.8353 -5.3221 4.0542
H 6.2904 -3.8794 3.1286
H 5.6703 -5.3099 2.2914
H 3.0561 -3.8289 5.0054
H 3.5079 -2.3933 4.0845
H 4.7294 -3.2338 5.0670
C 3.0129 0.6706 1.5619
O 1.8639 1.0718 1.5970
N 3.9454 0.9323 2.4955
C 5.2962 0.4193 2.3986
C 3.5709 1.7599 3.6311
H 3.3925 0.0419 0.7374
H 5.5313 -0.2134 3.2576
H 6.0188 1.2365 2.3610
H 5.3951 -0.1742 1.4914
H 2.7516 1.3006 4.1851
H 3.2371 2.7412 3.2943
H 4.4318 1.8750 4.2851
C -2.2304 -0.8465 4.2821
O -3.1171 -0.1259 3.8650
N -2.2434 -1.4569 5.4821
C -1.1591 -2.3115 5.9176
C -3.3874 -1.2472 6.3534
H -1.3209 -1.0655 3.6940
H -1.5179 -3.3248 6.1090
H -0.7042 -1.9243 6.8323
H -0.3992 -2.3565 5.1391
H -4.3038 -1.5816 5.8670
H -3.4999 -0.1885 6.5881
H -3.2404 -1.8082 7.2731
```

Computed properties:
**ΔE to the lowest compared entry with this formula, charge and spin**: 0.0 kJ/mol
**Electronic energy**: -2511.51453 hartree
**Net charge**: 0
**Maximum force**: 0.0418 hartree/bohr
**Kohn-Sham gap**: 8.21 eV
**LUMO**: -0.011 Ha

C3H8IN4OS | wB97M-V/def2-TZVPD

```
18
Properties=species:S:1:pos:R:3
C 0.9928 -1.0269 0.7685
C -0.0415 -0.3383 -0.9310
C 0.0364 1.7940 0.0351
N 2.0050 -1.1363 1.6026
N -0.2664 -1.0607 0.9302
N -0.5354 0.8372 -0.7831
N -1.7662 1.3567 -1.3615
O 1.2853 -0.6527 -0.5786
S -0.7596 -1.3911 -2.0634
I -1.2987 -1.6269 2.7045
H -0.6250 2.1700 0.8509
H 0.9479 1.4177 0.5691
H 0.3337 2.7228 -0.5230
H 1.8670 -1.6793 2.3981
H 2.8659 -1.1069 1.2064
H -1.5793 1.5973 -2.3736
H -1.0350 -2.3558 -1.1786
H -2.4269 0.4793 -1.2724
```

Computed properties:
**ΔE to the lowest compared entry with this formula, charge and spin**: 51.8 kJ/mol
**Electronic energy**: -1108.90006 hartree
**Net charge**: +1
**Maximum force**: 0.0908 hartree/bohr
**Kohn-Sham gap**: 8.61 eV
**LUMO**: -0.171 Ha

C6H14Si | wB97M-V/def2-TZVPD

```
21
Properties=species:S:1:pos:R:3
C 0.5531 -1.6891 0.1256
C 1.2796 -0.8073 -0.4483
C 2.3075 1.4637 -0.3345
C -3.1400 -0.6121 -0.8898
C -1.4318 0.8215 1.1755
C 2.3826 0.0042 0.1460
Si -1.4745 0.4023 -0.6943
H -0.2749 -2.2045 -0.3470
H 0.4890 -2.0264 1.1980
H 1.0791 -0.8536 -1.5336
H 1.4778 1.5801 -0.9876
H 3.1874 1.6957 -0.8708
H 2.2554 2.2500 0.3487
H -3.9084 0.1863 -1.1307
H -3.0238 -1.1088 -1.7923
H -3.4735 -1.1844 -0.0639
H -1.5622 1.8371 1.4178
H -1.9827 0.1491 1.9287
H -0.2693 0.6569 1.4745
H 2.2774 -0.0399 1.3191
H 3.2524 -0.5206 -0.0412
```

Computed properties:
**ΔE to the lowest compared entry with this formula, charge and spin**: 335.4 kJ/mol
**Electronic energy**: -526.36403 hartree
**Net charge**: 0
**Maximum force**: 0.1104 hartree/bohr
**Kohn-Sham gap**: 8.03 eV
**LUMO**: 0.017 Ha

C39H34As2IrN2O2 | wB97M-V/def2-TZVPD

```
80
Properties=species:S:1:pos:R:3
Ir -0.2245 0.6698 0.2763
O 6.7415 -3.3088 -0.8548
C 5.4201 -3.3503 -1.0204
O 4.8473 -4.3607 -1.3106
C 4.6277 -2.0839 -0.7894
C 3.4690 -1.9399 -1.5441
C 2.5880 -0.9110 -1.2767
C 2.8717 -0.0207 -0.2453
C 4.0496 -0.1222 0.4849
C 4.9298 -1.1586 0.2029
N 1.8918 0.9885 0.0440
C 2.2682 2.2067 0.1505
C 1.2780 3.2394 0.4159
C 1.6252 4.5664 0.5736
C 0.6215 5.4983 0.8271
C -0.6826 5.0508 0.9042
C -0.9568 3.6984 0.7271
N -0.0033 2.8035 0.4872
H 7.0801 -2.4112 -0.7672
H 3.2554 -2.6704 -2.3110
H 1.6812 -0.7885 -1.8627
H 4.2646 0.5647 1.2932
H 5.8255 -1.2667 0.8027
H 3.3107 2.4799 0.0080
H 2.6618 4.8660 0.4936
H 0.8612 6.5447 0.9593
H -1.5022 5.7299 1.0935
H -1.9774 3.3387 0.7746
C -2.3581 -2.2685 0.6864
C -3.3280 -1.1136 0.9076
As -2.6582 0.4799 0.0094
C -2.3290 0.1830 -1.8372
C -3.1033 -0.4849 -2.7719
C -2.5925 -0.6640 -4.0533
C -1.3300 -0.1857 -4.3867
C -0.5521 0.4993 -3.4569
C -1.0749 0.6888 -2.1905
C -3.9399 1.8872 0.2057
C -4.2239 2.7122 -0.8801
C -5.1581 3.7267 -0.7309
C -5.8053 3.9045 0.4854
C -5.5154 3.0802 1.5667
C -4.5822 2.0645 1.4315
As -0.4644 -1.7385 0.5659
C 0.2960 -0.8718 2.0966
C 1.6165 -1.1572 2.5228
C 2.2414 -0.3129 3.3909
C 1.6356 0.8953 3.8188
C 0.3812 1.2145 3.4119
C -0.3461 0.3363 2.5329
C 0.5089 -3.2342 -0.0909
C 0.5926 -3.4889 -1.4548
C 1.2266 -4.6453 -1.8791
C 1.7754 -5.5227 -0.9524
C 1.6628 -5.2738 0.4092
C 1.0185 -4.1285 0.8523
H -2.5226 -2.7538 -0.2773
H -2.4158 -3.0340 1.4603
H -3.4235 -0.8728 1.9668
H -4.3308 -1.3234 0.5360
H -4.0855 -0.8642 -2.5181
H -3.1838 -1.1776 -4.7995
H -0.9532 -0.3263 -5.3911
H 0.4085 0.9114 -3.7370
H -0.5132 1.3985 -1.5090
H -3.7341 2.5671 -1.8354
H -5.3904 4.3704 -1.5684
H -6.5530 4.6796 0.5881
H -6.0290 3.2188 2.5084
H -4.3780 1.4168 2.2773
H 2.0999 -2.0670 2.1892
H 3.2178 -0.5753 3.7798
H 2.1577 1.5284 4.5248
H -0.1212 2.0841 3.8164
H -1.4223 0.3800 2.6115
H 0.1583 -2.8113 -2.1814
H 1.2989 -4.8618 -2.9364
H 2.2898 -6.4105 -1.2941
H 2.0742 -5.9706 1.1267
H 0.9337 -3.9408 1.9171
```

Computed properties:
**Electronic energy**: -6341.50290 hartree
**Net charge**: +3
**Maximum force**: 0.0098 hartree/bohr
**Kohn-Sham gap (spin up / spin down)**: 6.55 / 6.55 eV
**LUMO (spin up / spin down)**: -0.371 / -0.371 Ha

C6H11N2P | wB97M-V/def2-TZVPD

```
20
Properties=species:S:1:pos:R:3
C 0.8916 -1.5550 1.7711
C 0.0003 -1.2595 0.7772
C 2.1047 -1.1751 -0.0425
C -1.5490 2.8812 1.2510
C -0.4211 2.5420 0.5594
C 0.1006 -0.8123 -1.6141
N 2.1129 -1.4168 1.3301
N 0.7151 -1.0224 -0.4264
P -1.6096 -1.3104 -1.9950
H 0.8243 -1.8374 2.8926
H -1.0480 -1.3180 0.7478
H 2.6405 -0.3313 -0.5677
H -2.1287 2.1562 1.7856
H -1.8181 3.9008 1.2802
H 2.2990 -2.1541 -0.6011
H -0.2484 1.4813 0.4243
H 0.0917 3.2441 0.0141
H 0.8091 -0.8643 -2.5452
H -1.5193 -0.9543 -3.3080
H -2.2476 -0.1947 -1.7337
```

Computed properties:
**ΔE to the lowest compared entry with this formula, charge and spin**: 320.0 kJ/mol
**Electronic energy**: -685.90339 hartree
**Net charge**: 0
**Maximum force**: 0.0944 hartree/bohr
**Kohn-Sham gap (spin up / spin down)**: 7.11 / 6.97 eV
**LUMO (spin up / spin down)**: 0.000 / -0.003 Ha

Question: Among the records above, which one has the highest maximum force?
Answer: C6H14Si

Question: Which value of net charge does entry 7 give?
Answer: 0

Question: What is the maximum force in the seventh record?
Answer: 0.0944 hartree/bohr

Question: The highest net charge belongs to which entry?
Answer: C39H34As2IrN2O2